1 | This record from the OMol25 dataset describes an isolated molecule of C22H31NO5. The level of theory is the ωB97M-V functional and the def2-TZVPD basis.

Element x y z (Å)
C: 4.03462 3.16731 -1.39632
O: 2.65878 2.83816 -1.29261
C: 2.02464 3.31098 -0.20735
O: 2.57319 3.97683 0.63681
C: 0.59818 2.91433 -0.16453
C: -0.16908 3.32563 0.92305
C: -1.49364 2.94944 1.02014
C: -2.07777 2.16407 0.03214
C: -3.52503 1.75852 0.13744
N: -3.74163 0.38769 -0.26483
C: -4.46603 0.05766 -1.35066
O: -5.10865 0.84668 -2.00440
C: -4.45916 -1.43878 -1.68410
O: -3.37502 -2.15590 -1.10910
C: -2.15778 -1.91544 -1.63711
O: -1.97814 -1.13448 -2.53172
C: -1.09662 -2.73415 -0.93427
C: 0.27672 -2.54858 -1.59105
C: 1.11870 -1.52307 -0.83783
C: 1.47823 -2.03503 0.56564
C: 2.04798 -0.92778 1.49314
C: 2.71769 -1.58170 2.70860
C: 3.12276 -0.12682 0.74846
C: 0.97127 0.04422 1.98137
C: 0.26974 -2.78405 1.16529
C: -1.05126 -2.33263 0.55042
C: -1.31306 1.76510 -1.06042
C: 0.01471 2.13425 -1.16043
H: 4.16935 4.25056 -1.37055
H: 4.59236 2.72429 -0.56834
H: 4.37417 2.76105 -2.34555
H: 0.29682 3.93121 1.68521
H: -2.08254 3.26687 1.86838
H: -3.88517 1.90406 1.16158
H: -4.13447 2.36963 -0.53809
H: -3.23412 -0.33172 0.22780
H: -5.36800 -1.90000 -1.29189
H: -4.44334 -1.53185 -2.77472
H: -1.40964 -3.78081 -1.00301
H: 0.13377 -2.21571 -2.62034
H: 0.80778 -3.50140 -1.61469
H: 2.03072 -1.33677 -1.40430
H: 0.56748 -0.58446 -0.78315
H: 2.28650 -2.76548 0.44178
H: 2.01672 -2.18384 3.28072
H: 3.11903 -0.81697 3.36958
H: 3.53746 -2.22353 2.39313
H: 3.61632 0.55541 1.43784
H: 3.87604 -0.79016 0.32825
H: 2.68875 0.46245 -0.05351
H: 0.25537 -0.44721 2.63515
H: 0.43633 0.48955 1.14747
H: 1.43479 0.85298 2.54220
H: 0.38015 -3.85568 0.98763
H: 0.22736 -2.64407 2.24437
H: -1.13992 -1.24937 0.64703
H: -1.89020 -2.79000 1.07820
H: -1.75712 1.15827 -1.83570
H: 0.60290 1.82022 -2.00822

For the HOMO energy, the calculation gives -9.380 eV. The spin multiplicity is 1. The HOMO-LUMO gap comes out at 9.857 eV. Its SMILES is COC(=O)c1ccc(CNC(=O)COC(=O)[C@H]2CC[C@@H](C(C)(C)C)CC2)cc1. The calculation puts the LUMO energy at 0.48 eV.


2 | This record from the OMol25 dataset describes an isolated molecule of C22H31NO5. The level of theory is the ωB97M-V functional and the def2-TZVPD basis.

Element x y z (Å)
C: 6.14700 2.53551 0.34010
C: 4.75363 2.08532 -0.07200
O: 4.40728 0.98398 0.74159
C: 3.22020 0.33481 0.51981
C: 2.27094 0.76938 -0.39759
C: 1.06857 0.10755 -0.56852
C: 0.77782 -1.02167 0.17994
C: -0.52937 -1.74960 -0.00706
C: -1.67275 -0.78941 0.14644
N: -1.92740 -0.36556 1.37013
C: -1.27635 -0.74047 2.59728
C: -1.90691 0.04453 3.75334
O: -3.24631 -0.30376 3.98149
C: -2.42472 -0.27442 -0.93576
C: -3.44657 0.71245 -0.67889
O: -3.74616 1.11089 0.45862
C: -4.20139 1.33572 -1.82963
C: -4.29394 0.46840 -3.07963
C: -4.88773 1.27713 -4.23420
C: -5.16749 -0.75931 -2.81592
C: -2.86729 0.04309 -3.41445
C: -2.21565 -0.75297 -2.30077
O: -1.55728 -1.73679 -2.60027
C: 1.72535 -1.46931 1.08635
C: 2.94384 -0.82313 1.27144
O: 3.73500 -1.39160 2.22212
C: 5.12291 -1.11084 2.29432
C: 5.73532 -2.12666 3.24718
H: 6.45299 3.38588 -0.26240
H: 6.15014 2.82151 1.38837
H: 6.85684 1.72470 0.20029
H: 4.03505 2.90459 0.07133
H: 4.74749 1.79141 -1.13081
H: 2.46301 1.64874 -0.99090
H: 0.35920 0.47245 -1.29496
H: -0.55712 -2.19516 -1.00141
H: -0.62050 -2.54200 0.73733
H: -2.68187 0.34601 1.40216
H: -1.41047 -1.81309 2.78209
H: -0.20322 -0.52705 2.55020
H: -1.37673 -0.18977 4.67895
H: -1.80911 1.12129 3.55545
H: -3.77774 -0.05190 3.21586
H: -3.67886 2.26841 -2.07026
H: -5.19161 1.61268 -1.46013
H: -5.88779 1.62211 -3.98088
H: -4.27166 2.14581 -4.45741
H: -4.95362 0.66510 -5.13073
H: -5.19469 -1.39946 -3.69477
H: -6.18528 -0.45684 -2.57857
H: -4.77817 -1.34084 -1.98321
H: -2.25238 0.93143 -3.59019
H: -2.83676 -0.56878 -4.31805
H: 1.54969 -2.35410 1.67944
H: 5.28766 -0.09348 2.66561
H: 5.57766 -1.19873 1.30109
H: 5.57769 -3.13406 2.87138
H: 5.26793 -2.04573 4.22473
H: 6.80169 -1.94439 3.34492

For the HOMO energy, the calculation gives -8.117 eV. The spin multiplicity is 1. The HOMO-LUMO gap comes out at 8.787 eV. Its SMILES is CCOc1ccc(CC(NCCO)=C2C(=O)CC(C)(C)CC2=O)cc1OCC. The calculation puts the LUMO energy at 0.67 eV.


The most stable of them is 1.


1 | This record from the OMol25 dataset describes a cluster of 2 separate species, C3H10S in total. The level of theory is the ωB97M-V functional and the def2-TZVPD basis.

Element x y z (Å)
C: 0.62661 0.05222 -3.14714
H: 0.89624 1.11428 -2.92518
H: 0.95001 -0.75594 -2.49342
H: 1.11380 -0.12747 -4.10946
H: -0.46019 -0.00294 -3.23070
C: 1.08409 0.32597 0.29376
S: -0.31666 0.40356 1.39777
C: -1.21455 -1.02068 0.83222
H: 0.95433 -0.51127 -0.40775
H: 1.98961 0.02325 0.83754
H: 1.23156 1.19268 -0.33630
H: -2.15081 -1.07882 1.38862
H: -1.56642 -0.85695 -0.18348
H: -0.62471 -1.91097 1.02161

The expectation value of S² is 0.75. For the HOMO energy (alpha / beta), the calculation gives -16.150 / -16.170 eV. The spin multiplicity is 2. The HOMO-LUMO gap (alpha / beta) comes out at 12.605 / 7.514 eV. The calculation puts the LUMO energy (alpha / beta) at -3.55 / -8.66 eV. The total charge is +1.


2 | This record from the OMol25 dataset describes a cluster of 2 separate species, C3H10S in total. The level of theory is the ωB97M-V functional and the def2-TZVPD basis.

Element x y z (Å)
S: -1.74545 -4.51997 -0.97733
H: -1.04585 -3.56656 -1.59522
H: -2.68096 -3.81184 -0.32954
C: 1.03931 1.43067 -0.92243
C: 0.45062 1.64934 0.54638
C: -0.05142 0.32593 1.19083
H: 1.76713 0.60799 -0.86720
H: 1.70913 2.28849 -1.01975
H: 0.14392 1.24431 -1.49583
H: -0.37978 2.36950 0.39398
H: 1.21333 2.03399 1.19786
H: -0.95486 0.32997 1.82025
H: -0.28631 -0.34475 0.30530
H: 0.82119 -0.03704 1.75270

The expectation value of S² is 0.75. For the HOMO energy (alpha / beta), the calculation gives -13.588 / -13.578 eV. The spin multiplicity is 2. The HOMO-LUMO gap (alpha / beta) comes out at 8.579 / 2.695 eV. The calculation puts the LUMO energy (alpha / beta) at -5.01 / -10.88 eV. The total charge is +1.


The most stable of them is 1.


1 | This record from the OMol25 dataset describes an isolated molecule of CH5N2P. The level of theory is the ωB97M-V functional and the def2-TZVPD basis.

Element x y z (Å)
C: 1.27892 0.08473 1.18879
N: 0.10878 -0.02511 0.41008
P: -0.12057 0.35850 -1.24294
N: -1.69391 -0.07352 -1.47477
H: 1.68995 -0.92046 1.35536
H: 0.97005 0.46008 2.17261
H: 2.07662 0.72291 0.79915
H: -2.24530 -0.57449 -0.79770
H: -2.06455 -0.03263 -2.41060

For the HOMO energy (alpha / beta), the calculation gives -8.562 / -8.560 eV. The spin multiplicity is 1. The HOMO-LUMO gap (alpha / beta) comes out at 9.034 / 9.033 eV. Its SMILES is C/N=P/N. The calculation puts the LUMO energy (alpha / beta) at 0.47 / 0.47 eV.


2 | This record from the OMol25 dataset describes an isolated molecule of CH5N2P. The level of theory is the ωB97M-V functional and the def2-TZVPD basis.

Element x y z (Å)
H: -2.84978 1.10673 1.26607
N: -2.01730 0.60100 0.86390
P: -1.88540 -0.54212 -0.10556
N: 0.20086 -0.83488 -0.32608
C: 1.27363 0.11281 -0.20618
H: 0.37665 -1.56230 -1.00846
H: 1.78350 0.22044 -1.17857
H: 1.01792 1.08272 0.23553
H: 2.09993 -0.18440 0.45935

For the HOMO energy, the calculation gives -8.262 eV. The spin multiplicity is 1. The HOMO-LUMO gap comes out at 8.351 eV. Its SMILES is [H]/N=P/NC. The calculation puts the LUMO energy at 0.09 eV.


The most stable of them is 1.